{"formula": "C27H47IrN5O4P2S5Sb", "method": "wB97M-V/def2-TZVPD", "energy_ha": -4650.07846, "homo_energy_ha": [-0.226, -0.240], "multiplicity": 5, "mol_weight_g_mol": 1041.964, "homo_lumo_gap_ev": [6.375, 5.604], "e_above_lowest_kcal_mol": 45.60, "symbols": ["Ir", "C", "N", "C", "P", "O", "O", "P", "O", "N", "C", "C", "N", "C", "C", "N", "C", "C", "H", "H", "H", "H", "H", "H", "H", "H", "H", "H", "H", "H", "H", "H", "H", "H", "H", "H", "H", "H", "H", "H", "H", "H", "S", "Sb", "S", "S", "S", "O", "S", "C", "C", "C", "C", "C", "C", "C", "C", "C", "C", "C", "C", "C", "C", "H", "H", "H", "H", "H", "H", "H", "H", "H", "H", "H", "H", "H", "H", "C", "C", "C", "C", "C", "N", "H", "H", "H", "H", "H", "H", "H", "H", "H"], "xyz": [[0.45744, 0.11871, -0.76737], [0.62841, -2.04405, -5.42534], [0.68671, -1.85155, -3.97492], [2.03960, -2.01417, -3.42169], [-0.63592, -2.21359, -3.06894], [-0.52820, -1.87219, -1.62612], [-1.74728, -1.24253, -3.79242], [-2.21141, 0.09335, -2.99312], [-1.05835, 0.92086, -2.53906], [-3.10672, 0.90222, -4.11743], [-2.34948, 1.55956, -5.18959], [-4.37473, 0.32778, -4.55790], [-3.26961, -0.38181, -1.81589], [-3.78918, -1.75760, -1.79645], [-2.99616, 0.13007, -0.45949], [-1.33707, -3.68504, -3.26400], [-0.84973, -4.76631, -2.37935], [-1.74752, -4.14777, -4.58989], [1.27022, -1.30122, -5.90138], [-0.38686, -1.89532, -5.78818], [0.97583, -3.03860, -5.72019], [2.69463, -1.27762, -3.89432], [2.43683, -3.01515, -3.58505], [2.02920, -1.82721, -2.35498], [-1.41918, 1.95393, -4.78435], [-2.93899, 2.38819, -5.58666], [-2.11425, 0.87245, -6.01227], [-4.92560, -0.04537, -3.69644], [-4.23596, -0.48551, -5.28020], [-4.96778, 1.11063, -5.03228], [-3.90923, -2.13923, -2.80830], [-4.76487, -1.75166, -1.30778], [-3.12213, -2.43043, -1.25256], [-2.75177, 1.18970, -0.50104], [-2.17460, -0.40236, 0.02744], [-3.89736, 0.00557, 0.14181], [-0.56517, -4.35924, -1.41083], [0.01664, -5.28686, -2.79273], [-1.65886, -5.48488, -2.22921], [-2.12074, -3.31563, -5.18503], [-2.55689, -4.86856, -4.46685], [-0.93143, -4.63964, -5.12923], [2.61000, -4.94838, -1.75251], [2.53743, -4.84737, 0.55439], [0.99329, -2.79756, 0.94259], [2.11273, -1.26645, 0.24955], [0.72445, -6.34852, 0.64419], [0.06109, 1.07378, 1.52650], [1.11069, 0.94794, 2.60793], [0.79697, 2.44299, 3.63403], [1.25315, 2.31117, 5.05958], [2.60935, 2.15171, 5.35017], [3.03513, 1.97573, 6.65688], [2.10992, 1.95842, 7.69385], [0.76167, 2.13506, 7.41688], [0.33588, 2.30418, 6.10471], [0.45952, -0.31740, 3.74525], [1.48732, -0.93903, 4.66528], [2.77688, -1.25163, 4.22669], [3.67656, -1.88543, 5.07230], [3.30296, -2.21864, 6.36826], [2.02400, -1.91226, 6.81070], [1.12624, -1.27185, 5.96636], [-0.27227, 2.63411, 3.53572], [1.35612, 3.22765, 3.11832], [3.33293, 2.15851, 4.53954], [4.08933, 1.83882, 6.86704], [2.43921, 1.80784, 8.71531], [0.03533, 2.13099, 8.22176], [-0.71988, 2.44328, 5.89112], [0.07570, -1.07420, 3.05826], [-0.36793, 0.12735, 4.29977], [3.07765, -1.00533, 3.21466], [4.66976, -2.12803, 4.71111], [4.00072, -2.72211, 7.02541], [1.71689, -2.17810, 7.81623], [0.12936, -1.03068, 6.32423], [1.67872, 5.39093, -1.58470], [0.53595, 4.39425, -1.35257], [-0.23997, 4.74817, -0.07146], [-0.41211, 4.37194, -2.56390], [1.07661, 3.03514, -1.17660], [1.44323, 1.95774, -1.01785], [1.25844, 6.38677, -1.73974], [2.26268, 5.11775, -2.46596], [2.35062, 5.42452, -0.72428], [-0.76354, 5.69500, -0.21418], [0.44132, 4.84542, 0.77571], [-0.96681, 3.96862, 0.16693], [-0.90513, 5.34204, -2.65239], [-1.16483, 3.59100, -2.45003], [0.14423, 4.17229, -3.48150]], "mulliken_spin": [2.039, 0.000, -0.012, 0.060, 0.037, 0.008, -0.002, -0.014, 0.012, 0.002, 0.002, 0.001, -0.001, 0.000, 0.021, 0.000, 0.001, 0.001, 0.000, 0.000, 0.000, 0.002, 0.011, -0.024, -0.001, 0.000, 0.000, 0.000, 0.000, 0.000, 0.000, 0.000, 0.001, -0.002, -0.003, 0.000, 0.002, 0.000, 0.000, 0.000, 0.000, 0.000, 0.365, -0.062, 0.164, 0.519, 0.724, 0.010, 0.045, 0.008, -0.002, 0.002, 0.000, 0.001, 0.000, 0.002, 0.003, 0.015, 0.008, 0.005, -0.001, 0.000, -0.002, 0.000, 0.001, 0.000, 0.000, 0.000, 0.000, 0.000, -0.004, 0.001, -0.023, 0.000, 0.000, 0.000, 0.000, 0.003, 0.011, 0.001, 0.000, 0.007, 0.056, 0.000, 0.000, 0.000, 0.000, 0.000, 0.001, 0.000, 0.003, -0.001]}